1.
27
Properties=species:S:1:pos:R:3:forces:R:3:nbo_charge:R:1 method="wB97M-V/def2-TZVPD" homo_energy_ev=-8.4 de_lowest_kcal_mol=47.16 e_tot_ev=-30734.2088
C 1.669786 -3.639668 -1.373116 -1.46 3.27 4.40 -0.187
C 1.889724 -3.608941 0.030329 -2.09 5.58 -2.38 -0.194
C 0.973405 -2.583301 -1.909729 0.45 -0.12 -2.91 -0.217
C 1.591459 -2.424928 0.760699 -0.01 0.41 0.05 -0.206
C 0.841489 -1.400232 -1.248426 -2.32 3.43 -1.78 -0.214
C 1.152548 -1.269481 0.065909 -0.07 -0.54 2.48 -0.286
C -3.517595 -1.061268 -0.661254 1.15 -0.82 1.60 -0.394
C 1.084486 3.701599 0.672671 -1.38 -3.63 -0.01 -0.613
C -4.003399 -0.559488 0.449256 -0.76 1.22 1.07 -0.370
C 2.325011 2.881631 0.931250 -1.01 -0.30 -0.83 -0.519
P 0.767248 0.300393 1.046455 1.35 -2.18 1.53 0.458
S 2.336144 1.243604 0.148356 1.50 0.86 -1.68 -0.072
H 1.909863 -4.463820 -1.856349 0.93 -3.66 -2.48 0.203
H 2.277628 -4.372514 0.488226 2.11 -4.30 2.53 0.196
H 0.651921 -2.575998 -2.980345 0.37 -0.30 0.98 0.215
H 1.642514 -2.270229 1.880299 0.33 -0.86 -1.39 0.222
H 0.326128 -0.453253 -1.807953 1.39 -2.46 1.31 0.219
H -0.199146 0.616315 0.216771 -2.16 0.89 -1.68 -0.069
H -2.864288 -1.942841 -0.634057 -0.57 0.22 -0.15 0.201
H -3.487390 -0.444375 -1.477079 -0.25 0.98 -2.46 0.187
H 1.239196 4.265168 -0.171275 -0.02 1.38 -2.05 0.210
H 0.141350 3.084510 0.570290 1.12 0.19 -0.52 0.202
H 0.748764 4.268785 1.446175 -0.12 2.20 2.49 0.215
H -3.832616 -1.045962 1.378180 -0.08 -0.63 0.70 0.183
H -4.539862 0.414624 0.597264 0.54 -0.97 -0.75 0.193
H 2.526470 2.569069 1.891773 -0.10 0.10 2.65 0.212
H 3.150023 3.490563 0.662056 1.14 0.04 -0.71 0.226


2.
13
Properties=species:S:1:pos:R:3:forces:R:3:nbo_charge:R:1 method="wB97M-V/def2-TZVPD" homo_energy_ev=-14.1 de_lowest_kcal_mol=75.41 e_tot_ev=-8138.9767 charge=+1
C -2.171960 -0.103134 -0.025495 2.83 0.74 -0.71 0.587
C 2.362904 -0.786846 0.626081 0.41 2.76 -3.24 -0.036
N -1.006278 0.011628 -0.122500 -3.32 -0.55 0.22 -0.578
N 1.441600 -0.010386 0.193958 0.35 -0.51 -0.29 -0.205
N -3.465444 -0.102309 0.123453 0.02 0.22 1.97 -0.840
N 1.538729 0.876339 -0.817390 0.78 0.44 -0.63 -0.622
H 2.128634 -1.327318 1.434804 -0.52 -2.22 2.72 0.217
H 3.295129 -0.767922 0.084859 0.40 -0.19 0.42 0.208
H 0.435527 -0.187643 0.485729 0.52 0.73 -0.36 0.465
H -4.042909 -0.042180 -0.719617 -0.13 0.10 1.00 0.461
H -3.671288 0.171219 1.139708 -0.75 -0.48 -2.47 0.461
H 2.540671 1.037772 -1.182603 -2.74 -0.19 0.54 0.425
H 0.614687 1.230779 -1.220992 2.17 -0.83 0.83 0.456